Model A:
Here is a cluster of 2 separate species, C6H12N2 in total from the Open Molecules 2025 dataset. Energies are from the ωB97M-V functional and the def2-TZVPD basis.

```
! RIJCOSX wB97M-V def2-TZVPD def2/J DEFGRID3
* xyz 0 1
C 0.3071 -2.2550 0.0380
C -0.5709 -1.0749 -0.1451
C -0.9381 -0.1484 0.7784
N -1.8609 0.6974 0.1783
C -1.9171 0.2728 -1.1234
N -1.2383 -0.7967 -1.3472
H 0.4194 -2.5253 1.0877
H 1.2427 -2.0556 -0.4812
H -0.1987 -3.1541 -0.3297
H -0.6720 -0.1298 1.8206
H -2.1362 1.5802 0.5626
H -2.5273 0.7685 -1.8612
C 2.7980 1.2607 -0.1106
C 2.0885 1.5682 1.2485
H 2.2830 1.8058 -0.9039
H 3.8137 1.6151 -0.0240
H 2.6506 0.2116 -0.3587
H 2.4634 0.8510 1.9815
H 1.0272 1.3804 1.1458
H 2.3891 2.5742 1.5291
*
```

SMILES: Cc1c[nH]cn1.CC
Molar mass (g/mol): 112.176
HOMO (eV): -8.688
LUMO (eV): 0.90
Kohn-Sham gap (eV): 9.59

=====

Model B:
Here is a cluster of 2 separate species, C6H12N2 in total from the Open Molecules 2025 dataset. Energies are from the ωB97M-V functional and the def2-TZVPD basis.

```
! RIJCOSX wB97M-V def2-TZVPD def2/J DEFGRID3
* xyz 0 1
C -1.8628 -0.0811 -0.3497
C -0.6095 0.3269 -1.0512
C -0.2980 1.5571 -1.5605
N 1.0466 1.5229 -1.8238
C 1.4844 0.2923 -1.4898
N 0.5340 -0.4357 -0.9765
H -1.9675 -1.1657 -0.3732
H -2.7373 0.4335 -0.7411
H -1.7804 0.1257 0.7250
H -0.9390 2.4173 -1.6213
H 1.5782 2.2600 -2.2510
H 2.5081 -0.0164 -1.6216
C 0.5487 -1.3075 2.3604
C -0.5605 -1.3203 3.4181
H 1.3805 -1.9744 2.5532
H 0.1617 -1.5582 1.3695
H 0.8807 -0.2722 2.2450
H -0.0972 -1.1316 4.3933
H -1.1930 -2.2042 3.4373
H -1.2220 -0.4595 3.2779
*
```

SMILES: Cc1c[nH]cn1.CC
Molar mass (g/mol): 112.176
HOMO (eV): -8.605
LUMO (eV): 0.89
Kohn-Sham gap (eV): 9.50

=====

Short version: model A is the least stable of them.

=====

Model A:
Here is a cluster of 2 separate species, C6H12N2 in total from the Open Molecules 2025 dataset. Energies are from the ωB97M-V functional and the def2-TZVPD basis.

```
! RIJCOSX wB97M-V def2-TZVPD def2/J DEFGRID3
* xyz 0 1
C 1.8872 -1.1160 1.6669
C 1.3355 -1.3263 0.2901
C 0.2927 -2.0084 -0.2479
N 0.2912 -1.7019 -1.5823
C 1.3361 -0.8614 -1.8043
N 1.9640 -0.6003 -0.7024
H 1.4942 -1.7300 2.4724
H 1.7139 -0.0590 1.8367
H 2.9726 -1.2140 1.6561
H -0.3009 -2.8249 0.1217
H -0.4097 -1.8493 -2.2871
H 1.4844 -0.5289 -2.8163
C -2.1722 1.3225 0.2377
C -1.3781 2.6174 0.0740
H -2.5342 0.9777 -0.7294
H -1.5938 0.5116 0.6815
H -2.9980 1.5060 0.9256
H -1.7623 3.1952 -0.7636
H -0.2963 2.4593 -0.0098
H -1.3262 3.2307 0.9803
*
```

SMILES: Cc1c[nH]cn1.CC
Molar mass (g/mol): 112.176
HOMO (eV): -8.665
LUMO (eV): 0.86
Kohn-Sham gap (eV): 9.53

=====

Model B:
Here is the molecule C6H12N2 from the Open Molecules 2025 dataset. Energies are from the ωB97M-V functional and the def2-TZVPD basis.

```
! RIJCOSX wB97M-V def2-TZVPD def2/J DEFGRID3
* xyz 0 1
H -1.8235 -1.1474 -1.6855
N -1.7016 -2.0813 -1.2774
C -1.4842 -1.9717 -0.0079
C -1.4060 -0.6821 0.7018
C -0.4966 0.2816 0.4390
C -0.6715 1.6038 1.1530
C 0.6864 0.1930 -0.5297
C 1.8961 1.0427 -0.1086
N 1.1865 -1.1702 -0.7043
H -1.3736 -2.8730 0.6160
H -2.1840 -0.5461 1.4463
H 0.1516 1.7813 1.8522
H -0.7097 2.4236 0.4280
H -1.6010 1.6462 1.7319
H 0.3471 0.5668 -1.5039
H 2.2611 0.7636 0.8867
H 1.6495 2.1098 -0.0966
H 2.7270 0.9278 -0.8153
H 2.0354 -1.1633 -1.2667
H 0.5110 -1.7053 -1.2590
*
```

SMILES: [H]/N=C\C=C(\C)[C@@H](C)N
Molar mass (g/mol): 112.176
HOMO (eV): -9.316
LUMO (eV): 0.86
Kohn-Sham gap (eV): 10.17

=====

Model C:
Here is the molecule C6H12N2 from the Open Molecules 2025 dataset. Energies are from the ωB97M-V functional and the def2-TZVPD basis.

```
! RIJCOSX wB97M-V def2-TZVPD def2/J DEFGRID3
* xyz 0 1
C 1.0664 0.6706 -1.4482
C 0.6461 0.1213 -0.0962
N 1.3114 0.7632 1.0230
C 0.6137 -1.4040 0.0370
C -0.7250 -1.2661 0.7364
C -1.5315 0.2401 1.4015
C -0.9770 0.1112 0.0913
N -1.8841 0.1914 -1.0341
H 0.6022 0.1387 -2.2814
H 0.8132 1.7319 -1.5380
H 2.1524 0.5751 -1.5596
H 1.7407 0.1553 1.7157
H 2.0496 1.4242 0.7963
H 1.4258 -1.8304 0.6337
H 0.5557 -1.9567 -0.9082
H -0.5579 -1.6707 1.7316
H -0.9463 0.6721 2.2020
H -2.6077 0.2662 1.5305
H -1.4657 -0.0567 -1.9235
H -2.2822 1.1233 -1.1098
*
```

SMILES: C[C@]1(N)C[C@H]2C[C@]21N
Molar mass (g/mol): 112.176
HOMO (eV): -6.648
LUMO (eV): 0.88
Kohn-Sham gap (eV): 7.53

=====

Short version: model C is the least stable of them.

=====

Model A:
Here is a cluster of 2 separate species, C6H12N2 in total from the Open Molecules 2025 dataset. Energies are from the ωB97M-V functional and the def2-TZVPD basis.

```
! RIJCOSX wB97M-V def2-TZVPD def2/J DEFGRID3
* xyz 0 1
C 1.7291 -1.1817 1.6326
C 0.5213 -1.7374 0.9424
C 0.3334 -1.8915 -0.3961
N -1.0164 -2.1058 -0.5854
C -1.5763 -2.1232 0.6628
N -0.6955 -1.8661 1.5743
H 2.3430 -1.9443 2.1193
H 1.4137 -0.4784 2.3967
H 2.3589 -0.7033 0.8881
H 0.9357 -1.9509 -1.2836
H -1.4035 -2.5076 -1.4226
H -2.6494 -2.1250 0.7326
C -0.2253 3.0566 -1.4807
C -0.3707 2.1014 -0.3053
H 0.7654 2.9910 -1.9423
H -1.0087 2.9534 -2.2217
H -0.3366 4.0741 -1.0924
H -1.4128 2.0839 -0.0036
H 0.4416 2.2793 0.3936
H -0.1469 1.0754 -0.6089
*
```

SMILES: Cc1c[nH]cn1.CC
Molar mass (g/mol): 112.176
HOMO (eV): -8.650
LUMO (eV): 0.88
Kohn-Sham gap (eV): 9.53

=====

Model B:
Here is the molecule C6H12N2 from the Open Molecules 2025 dataset. Energies are from the ωB97M-V functional and the def2-TZVPD basis.

```
! RIJCOSX wB97M-V def2-TZVPD def2/J DEFGRID3
* xyz 0 1
C 1.3252 2.4231 0.4587
C 1.0537 1.1898 0.0235
C 0.1308 0.1795 0.5997
C -0.6720 -0.5774 -0.4254
C -1.3740 -1.7766 0.2043
C -1.7132 0.4240 -1.0306
N 1.5226 0.0315 0.8002
N 2.2306 -0.8907 0.0376
H 1.3892 2.6451 1.5190
H 1.5977 3.2029 -0.2427
H -0.4282 0.4919 1.4738
H -0.0486 -0.9310 -1.2551
H -1.9695 -2.3129 -0.5417
H -0.6413 -2.4777 0.6182
H -2.0386 -1.4690 1.0192
H -2.3942 0.7941 -0.2575
H -1.2704 1.2720 -1.5647
H -2.3155 -0.1233 -1.7663
H 2.5362 -1.6478 0.6495
H 3.0793 -0.4475 -0.3196
*
```

SMILES: C=C1[C@@H](C(C)C)N1N
Molar mass (g/mol): 112.176
HOMO (alpha / beta) (eV): -8.068 / -7.417
LUMO (alpha / beta) (eV): 0.15 / -0.37
Kohn-Sham gap (alpha / beta) (eV): 8.21 / 7.05

=====

Short version: model B is the least stable of them.

=====

Model A:
Here is a structure of composition C18H23HfN2O6S4Se3Te from the Open Molecules 2025 dataset. Energies are from the ωB97M-V functional and the def2-TZVPD basis.

```
! RIJCOSX wB97M-V def2-TZVPD def2/J DEFGRID3
* xyz -1 1
Hf -0.0546 1.3394 0.5751
C -0.8965 -1.7694 -2.3216
C -1.8613 -1.1924 -1.2872
N -1.2805 -0.9057 0.0364
C -1.0869 -2.0887 0.8947
C -0.2221 -3.2471 0.4213
S 1.5486 -2.9519 0.1323
C 1.7106 -3.1538 -1.6576
C 1.5775 -1.8947 -2.5062
N 0.3917 -1.1285 -2.2432
H -0.7777 -2.8441 -2.1940
H -1.3865 -1.6330 -3.2983
H -2.2412 -0.2569 -1.6705
H -2.7277 -1.8642 -1.1833
H -2.0198 -0.3832 0.5126
H -0.6861 -1.7288 1.8501
H -2.0751 -2.5255 1.1029
H -0.2638 -3.9779 1.2326
H -0.6495 -3.7452 -0.4460
H 2.7119 -3.5632 -1.8081
H 1.0181 -3.9348 -1.9775
H 2.4333 -1.2455 -2.2967
H 1.6764 -2.2226 -3.5600
H 0.3879 -0.2483 -2.7443
O 1.9144 1.2426 1.7795
S 2.6535 0.6453 0.6989
O 3.6740 -0.2930 1.0201
O 1.5708 0.1580 -0.1862
C 3.3425 1.9508 -0.2922
C 4.2979 1.5212 -1.2142
C 4.7417 2.3621 -2.2104
C 4.2108 3.6480 -2.3050
C 3.2815 4.0803 -1.3850
C 2.8359 3.2442 -0.3523
S 1.8124 4.0845 0.8427
O 2.5271 4.0335 2.0831
O 1.4976 5.3674 0.2833
O 0.5320 3.2813 0.9216
H 4.6759 0.5107 -1.1429
H 5.4826 2.0116 -2.9159
H 4.5253 4.3178 -3.0936
H 2.8812 5.0812 -1.4375
Se -0.3540 2.6276 -1.8586
Se -1.5073 1.7480 -3.5393
Te -4.0269 1.7277 -1.8301
Se -2.4798 2.3180 -0.0465
S -0.8605 0.6891 2.8676
C -2.4568 -0.0698 3.1181
C -2.4699 -1.2743 3.8231
C -3.6654 -1.9299 4.0861
C -4.8680 -1.3946 3.6441
C -4.8624 -0.1916 2.9554
C -3.6701 0.4743 2.7024
H -1.5318 -1.6913 4.1658
H -3.6531 -2.8631 4.6348
H -5.7996 -1.9100 3.8383
H -5.7904 0.2420 2.6061
H -3.6881 1.4161 2.1753
*
```

Molar mass (g/mol): 1034.628
HOMO (eV): -4.261
LUMO (eV): 1.90
Kohn-Sham gap (eV): 6.16

=====

Model B:
Here is a structure of composition C18H23HfN2O6S4Se3Te from the Open Molecules 2025 dataset. Energies are from the ωB97M-V functional and the def2-TZVPD basis.

```
! RIJCOSX wB97M-V def2-TZVPD def2/J DEFGRID3
* xyz -1 1
Hf 1.2055 -0.7294 -0.1500
C -1.8493 2.1796 -1.2961
C -0.4225 2.4055 -0.7916
N 0.1147 1.4881 0.2550
C -0.4349 1.8240 1.6097
C -1.9475 1.9032 1.8468
S -2.9777 0.4217 1.6958
C -4.0037 0.7766 0.2388
C -3.4720 0.3281 -1.1291
N -2.1354 0.7832 -1.4031
H -2.5812 2.6416 -0.6398
H -1.9226 2.7195 -2.2519
H 0.2451 2.2997 -1.6409
H -0.3291 3.4394 -0.4412
H 1.0926 1.7956 0.3328
H -0.0014 1.1294 2.3073
H -0.0616 2.8203 1.8748
H -2.0380 2.2056 2.8923
H -2.4100 2.7038 1.2704
H -4.9449 0.2577 0.4260
H -4.2451 1.8410 0.2457
H -3.4518 -0.7625 -1.1549
H -4.2192 0.6503 -1.8785
H -1.7465 0.3803 -2.2444
O 0.6484 -2.4649 1.3344
S -0.7087 -2.6287 0.7327
O -1.7783 -2.9772 1.6040
O -0.8606 -1.3369 -0.0489
C -0.6430 -3.8379 -0.5814
C -1.8947 -4.2669 -1.0098
C -2.0300 -5.0181 -2.1627
C -0.9051 -5.3299 -2.9069
C 0.3454 -4.9206 -2.4784
C 0.5040 -4.1785 -1.3058
S 2.2250 -3.9023 -0.8019
O 2.3901 -4.6020 0.4340
O 3.0317 -4.2976 -1.9157
O 2.3328 -2.3833 -0.6034
H -2.7622 -3.9891 -0.4232
H -3.0119 -5.3440 -2.4825
H -0.9961 -5.8973 -3.8254
H 1.2331 -5.1679 -3.0420
Se 1.0295 -1.0095 -2.9260
Se 0.3625 0.8474 -3.9770
Te 2.4911 2.3769 -3.0970
Se 3.1449 0.6699 -1.5101
S 2.3022 -0.0863 2.0352
C 2.8303 1.5898 2.2885
C 2.3176 2.2528 3.4080
C 2.6934 3.5531 3.6963
C 3.5899 4.2179 2.8714
C 4.1176 3.5567 1.7706
C 3.7521 2.2488 1.4848
H 1.6167 1.7334 4.0525
H 2.2810 4.0487 4.5685
H 3.8806 5.2393 3.0894
H 4.8265 4.0583 1.1207
H 4.1803 1.7434 0.6329
*
```

Molar mass (g/mol): 1034.628
HOMO (eV): -4.180
LUMO (eV): 2.16
Kohn-Sham gap (eV): 6.34

=====

Short version: model A is the least stable of them.